Here is a gas-phase ion, C8H11N5 (charge +2) in a non-equilibrium geometry from the Open Molecules 2025 dataset. Energies are from ωB97M-V/def2-TZVPD.

Atoms and positions in Å:
N  -1.2421  0.0545  2.9206
C  -0.5205  -0.7456  2.1717
N  -0.3629  -0.6001  0.8668
C  -1.1793  -0.0393  -0.1936
C  -0.4629  1.0894  -0.9025
C  -0.7760  2.2984  -1.4363
C  0.3429  2.8248  -2.1103
N  1.3941  2.0500  -1.8694
C  0.9240  0.8860  -1.2558
N  1.8207  -0.1219  -1.0844
C  1.6545  -1.2759  -0.5057
C  0.5976  -1.7263  0.2582
N  0.3021  -2.9672  0.5645
H  -1.2260  0.0403  3.9599
H  -1.7801  0.9028  2.5958
H  0.0667  -1.5920  2.7164
H  -2.1556  0.3415  0.1789
H  -1.2777  -0.8626  -0.9664
H  -1.7230  2.7991  -1.2801
H  0.4270  3.6355  -2.8192
H  2.1701  2.0260  -2.4985
H  2.4034  -1.9805  -0.7011
H  0.9316  -3.6974  0.1962
H  -0.3285  -3.3393  1.1943

Output
* E_HOMO (spin up / spin down): -15.81 / -15.86 eV
* SMILES string: [NH2+]=CN1Cc2cc[nH]c2N=CC1=[NH2+]
* net charge: +2
* calculated total energy: -584.558053 hartree

Here is 2 unconnected molecules or ions with the total composition C8H11N5O3 in a non-equilibrium geometry from the Open Molecules 2025 dataset. Energies are from ωB97M-V/def2-TZVPD.

Atoms and positions in Å:
C  -1.5176  0.2419  -0.4826
C  -0.3118  -0.2366  0.1159
C  -0.0704  -2.6474  0.0292
C  -0.3958  2.0362  0.2635
C  -4.3054  3.5879  0.9197
C  -2.4748  -3.2931  0.0193
C  0.0283  3.4284  0.4089
C  1.0859  -3.6505  0.0617
N  -1.3610  -2.9661  -0.0802
N  -1.5166  1.6233  -0.3003
N  0.3775  -1.4424  0.0925
N  0.3794  0.9547  0.5686
N  -2.5686  -0.3531  -1.1236
O  -3.7647  2.9302  0.1502
O  -4.7541  4.2533  1.7142
O  2.2801  -2.9054  0.2921
H  1.0698  3.5113  0.8902
H  -0.7138  4.0521  0.7663
H  0.2594  3.9873  -0.6393
H  1.2681  -4.2274  -0.8448
H  0.8063  -4.5093  0.6997
H  -2.4469  2.1296  -0.4093
H  1.4548  -1.1605  0.0712
H  1.3488  1.0044  0.8148
H  -2.5493  -1.2812  -1.4902
H  -3.4064  0.2099  -1.2381
H  2.9392  -3.5578  0.0906

Output
* E_HOMO (spin up / spin down): -16.13 / -16.13 eV
* net charge: +2
* calculated total energy: -810.289233 hartree

Here is a gas-phase ion, C8H11N6 (charge +1) in a non-equilibrium geometry from the Open Molecules 2025 dataset. Energies are from ωB97M-V/def2-TZVPD.

Atoms and positions in Å:
N  -2.6694  -0.9122  1.7475
C  -2.1283  -0.3826  0.6420
N  -1.8306  -1.2271  -0.3233
C  -1.2907  -0.8069  -1.3994
C  -1.1435  0.6589  -1.7942
C  -1.0233  1.5685  -0.5156
N  0.3700  1.6028  -0.1325
C  1.2716  0.6375  -0.0139
N  2.4859  1.0480  0.4273
C  3.4260  0.1807  0.6460
C  3.1118  -1.1974  0.5229
C  1.9382  -1.5719  0.0340
N  0.9889  -0.6167  -0.1934
N  -1.8506  0.9314  0.5942
H  -2.9557  -1.8993  1.8426
H  -2.7418  -0.4767  2.5779
H  -0.9106  -1.6993  -2.0709
H  -0.3264  0.8920  -2.3311
H  -2.0254  0.7221  -2.5830
H  -1.2911  2.6887  -0.6954
H  0.8306  2.5338  -0.1059
H  4.3196  0.5373  1.1079
H  3.8459  -2.1099  0.6628
H  1.5807  -2.6157  0.0463
H  -1.9819  1.5139  1.3072

Output
* E_HOMO: -12.38 eV
* SMILES string: [NH2+]=C1N=CC[C@H](Nc2ncccn2)N1
* net charge: +1
* calculated total energy: -639.719662 hartree

Which value of net charge does entry 2 give?
+2

What did the first record say?
Here is a gas-phase ion, C8H11N5 (charge +2) in a non-equilibrium geometry from the Open Molecules 2025 dataset. Energies are from ωB97M-V/def2-TZVPD.

Atoms and positions in Å:
N  -1.2421  0.0545  2.9206
C  -0.5205  -0.7456  2.1717
N  -0.3629  -0.6001  0.8668
C  -1.1793  -0.0393  -0.1936
C  -0.4629  1.0894  -0.9025
C  -0.7760  2.2984  -1.4363
C  0.3429  2.8248  -2.1103
N  1.3941  2.0500  -1.8694
C  0.9240  0.8860  -1.2558
N  1.8207  -0.1219  -1.0844
C  1.6545  -1.2759  -0.5057
C  0.5976  -1.7263  0.2582
N  0.3021  -2.9672  0.5645
H  -1.2260  0.0403  3.9599
H  -1.7801  0.9028  2.5958
H  0.0667  -1.5920  2.7164
H  -2.1556  0.3415  0.1789
H  -1.2777  -0.8626  -0.9664
H  -1.7230  2.7991  -1.2801
H  0.4270  3.6355  -2.8192
H  2.1701  2.0260  -2.4985
H  2.4034  -1.9805  -0.7011
H  0.9316  -3.6974  0.1962
H  -0.3285  -3.3393  1.1943

Output
* E_HOMO (spin up / spin down): -15.81 / -15.86 eV
* SMILES string: [NH2+]=CN1Cc2cc[nH]c2N=CC1=[NH2+]
* net charge: +2
* calculated total energy: -584.558053 hartree